Record 1
The following is a quantum chemistry calculation of C13H11NO in the gas phase, from the Open Molecules 2025 dataset.

The geometry in XYZ format:
```
26
Properties=species:S:1:pos:R:3:forces:R:3
C 3.428 -1.608 0.681 1.951 4.006 1.855
C 2.285 -0.736 0.383 -1.221 0.451 0.560
N 2.188 0.505 0.454 1.493 0.730 1.058
C 1.138 1.257 -0.022 2.448 1.436 -1.287
C 0.769 2.545 0.374 -0.906 -0.478 -0.759
C -0.631 2.650 -0.057 0.963 -2.711 0.382
C -1.142 1.366 -0.132 -1.838 0.463 0.896
C -2.674 1.036 -0.508 3.507 0.574 -2.898
C -2.525 -0.424 -0.214 -2.736 0.144 0.739
C -2.135 -1.371 -1.089 -0.905 0.202 0.057
C -0.881 -1.922 -0.663 -0.328 -0.855 -1.450
C -0.019 -1.085 0.049 -2.756 0.552 -0.333
C -0.682 0.172 0.624 -0.204 -1.771 0.884
C -1.857 -0.602 1.036 2.566 2.032 -1.409
O 1.202 -1.535 0.059 2.832 -0.490 0.021
H 3.337 -2.089 1.585 -1.068 -1.397 2.194
H 4.392 -1.056 0.940 -1.176 -0.419 -1.410
H 3.437 -2.308 -0.033 0.845 -2.604 -2.787
H 1.022 0.919 -1.088 -1.046 0.666 1.002
H 1.253 3.193 1.128 -0.243 -0.674 -0.535
H -1.339 3.422 -0.274 0.324 0.935 -0.014
H -2.704 1.381 -1.588 -0.510 -1.091 1.046
H -3.223 1.713 0.046 -1.782 0.623 1.423
H -2.397 -1.264 -2.126 0.054 -0.380 -0.403
H -0.559 -2.780 -1.311 0.484 0.760 1.151
H -1.682 -1.380 1.745 -0.748 -0.703 0.017
```
Positions in Å, forces in eV/Å.

The SMILES is C/C1=N/C=C/C=C2/Cc3ccc(c2c3)O1. Its highest occupied orbital energy (alpha / beta) is -7.127 / -7.126 eV. The net charge is 0. As for the total energy: -631.6051 Eh. The LUMO energy (alpha / beta) comes out at -0.0082 / -0.0083 Ha. The calculation puts the HOMO-LUMO gap (alpha / beta) at 6.9 / 6.9 eV. Its energy above the lowest of the compared OMol25 structures with the same formula, charge and spin is 6.6947 eV.

***

Record 2
The following is a quantum chemistry calculation of C13H11NOS in the gas phase, from the Open Molecules 2025 dataset.

The geometry in XYZ format:
```
27
Properties=species:S:1:pos:R:3:forces:R:3
O 0.247 0.406 3.412 -0.346 0.689 2.319
C -0.135 -0.078 2.367 -1.956 2.145 2.913
C 0.799 -0.495 1.494 -1.062 -2.486 -6.052
C 0.344 -0.909 0.224 0.087 0.776 3.147
C 1.334 -1.210 -0.778 1.382 -1.202 -0.599
C 1.326 -0.640 -2.032 -1.294 1.570 0.005
C 2.314 -0.951 -2.901 2.110 -1.495 -0.403
C 3.429 -1.835 -2.600 -2.199 1.912 -0.603
C 3.484 -2.366 -1.336 -1.342 -0.328 -0.255
C 2.400 -2.087 -0.501 -0.628 0.577 0.746
C -1.083 -0.996 0.036 3.029 -1.128 -4.591
C -1.944 -0.518 0.859 -2.353 0.186 2.546
N -1.498 -0.032 2.045 0.042 -0.864 -0.266
C -2.577 0.387 2.925 0.578 -0.745 0.343
C -3.706 -0.591 2.597 -0.203 -1.051 0.821
S -3.728 -0.748 0.763 0.916 0.877 0.679
H 1.796 -0.409 1.766 1.588 0.124 0.314
H 0.590 0.168 -2.317 0.617 -1.228 0.344
H 2.176 -0.550 -3.871 0.498 0.340 -0.978
H 4.122 -2.011 -3.399 0.415 -0.258 -0.039
H 4.164 -3.155 -1.067 0.444 0.155 0.176
H 2.311 -2.524 0.470 0.384 -0.508 0.495
H -1.448 -1.368 -0.908 0.090 -0.296 -0.168
H -2.217 0.425 3.971 -0.348 -0.171 -0.601
H -2.786 1.351 2.553 -0.846 1.491 0.199
H -4.697 -0.335 3.042 0.816 -0.076 -0.569
H -3.401 -1.620 2.931 -0.419 0.994 0.076
```
Positions in Å, forces in eV/Å.

The SMILES is O=c1cc(-c2ccccc2)cc2n1CCS2. Its highest occupied orbital energy is -8.133 eV. The net charge is 0. As for the total energy: -1030.1322 Eh. The LUMO energy comes out at 0.0089 Ha. The calculation puts the HOMO-LUMO gap at 8.4 eV. Its energy above the lowest of the compared OMol25 structures with the same formula, charge and spin is 0.7010 eV.

***

> Look up the net charge of the second one.

0